No. 1
Here is C6H13ISi as an isolated structure from the Open Molecules 2025 dataset. Energies are from ωB97M-V/def2-TZVPD.

Results
LUMO level (alpha / beta) (Eh): 0.023 / -0.075
Multiplicity: 3
ΔE to the lowest compared entry with this formula, charge and spin (kcal per mole): 0.3
Largest force on an atom (hartree/bohr): 0.204
DFT total energy (Eh): -823.40358

Each line ends with the Löwdin charge.
Atoms and positions in Å:
I1 -0.201 -3.436 -0.976  0.36
Si1 1.231 -1.417 -0.961  0.30
C1 -2.891 1.933 -0.322  -0.11
C2 -1.166 0.272 0.393  -0.18
C3 -2.361 1.065 0.817  -0.25
C4 1.188 -0.581 0.735  -0.37
C5 3.522 -2.262 -1.244  -0.13
C6 -0.035 0.211 1.075  -0.20
H1 -3.741 2.523 0.012  0.07
H2 4.186 -1.472 -0.940  -0.03
H3 -2.118 2.613 -0.672  0.07
H4 -1.291 -0.272 -0.536  0.07
H5 0.862 -0.618 -2.117  -0.08
H6 1.326 -1.346 1.506  0.08
H7 -2.102 1.692 1.673  0.10
H8 0.045 0.769 2.002  0.11
H9 -3.210 1.314 -1.157  0.07
H10 2.057 0.078 0.818  0.07
H11 -3.149 0.374 1.134  0.11
H12 3.594 -3.134 -0.615  -0.03
H13 3.620 -2.505 -2.288  -0.03

No. 2
Here is a 4-piece molecular cluster, C36H82IO11P overall from the Open Molecules 2025 dataset. Energies are from ωB97M-V/def2-TZVPD.

Results
Structure (SMILES): CCCCC[PH](CCCCO)(C[C@@H](C)I)OC[C@@H](C)C(C)C.COCCOCCOC.COCCOCCOC.COCCOCCOC
LUMO level (Eh): 0.014
Multiplicity: 1
Largest force on an atom (hartree/bohr): 0.059
DFT total energy (Eh): -2886.98405

Each line ends with the Löwdin charge.
Atoms and positions in Å:
I1 -3.022 0.489 6.437  0.68
P1 -0.016 1.060 2.820  0.81
O1 4.055 -5.798 -0.587  -0.14
O2 -3.027 5.017 1.854  -0.16
O3 2.618 1.587 -4.943  -0.20
O4 4.866 -7.785 -2.740  -0.21
O5 0.285 1.966 -3.087  -0.20
O6 -5.384 3.443 -1.783  -0.20
O7 -3.074 5.260 -2.684  -0.13
O8 4.590 -8.748 0.093  -0.21
O9 0.939 0.541 1.468  -0.42
O10 2.968 3.341 -2.485  -0.13
O11 -5.951 5.884 -3.442  -0.20
C1 0.044 1.352 6.754  -0.20
C2 -5.304 2.061 -2.094  -0.11
C3 -6.348 7.221 -3.153  -0.11
C4 -0.288 1.152 -2.076  -0.11
C5 1.822 3.856 -3.179  -0.16
C6 3.216 1.934 -2.596  -0.17
C7 1.863 -3.073 2.751  -0.35
C8 -3.812 5.277 -1.453  -0.16
C9 -1.305 -0.332 2.632  -0.26
C10 3.657 1.449 -3.983  -0.19
C11 -0.671 5.112 3.002  -0.19
C12 -5.058 -1.292 2.448  -0.14
C13 0.433 4.002 2.439  -0.22
C14 1.435 -2.602 4.259  -0.13
C15 -4.865 5.799 -4.357  -0.19
C16 -0.360 2.700 1.827  -0.24
C17 1.460 -2.035 1.548  -0.28
C18 -4.309 3.909 -0.967  -0.18
C19 1.027 -4.491 2.457  -0.10
C20 3.042 2.200 -6.156  -0.11
C21 2.270 -2.589 0.193  -0.09
C22 -1.689 5.656 1.791  -0.22
C23 4.016 -7.779 -3.883  -0.11
C24 -4.449 -1.514 0.918  -0.25
C25 -0.968 0.723 5.596  -0.76
C26 0.467 3.327 -2.692  -0.17
C27 -1.893 -0.462 1.072  -0.20
C28 -3.778 4.839 -3.858  -0.17
C29 3.126 -6.888 -0.490  -0.17
C30 3.483 -7.965 0.542  -0.18
C31 5.534 -9.036 1.112  -0.11
C32 -1.103 1.740 4.275  -0.44
C33 1.941 -0.470 1.812  -0.22
C34 5.503 -6.537 -2.499  -0.19
C35 5.381 -6.113 -1.030  -0.17
C36 -2.844 -1.821 1.085  -0.23
H1 1.088 4.586 1.644  0.12
H2 -1.870 6.802 2.051  0.13
H3 3.463 -6.836 -3.971  0.09
H4 3.284 -8.584 -3.759  0.09
H5 4.602 -7.965 -4.780  0.08
H6 -5.484 7.891 -3.068  0.09
H7 0.274 -4.647 3.370  0.08
H8 -4.698 4.008 0.052  0.12
H9 -0.513 -0.329 5.308  0.06
H10 0.057 2.531 0.724  0.08
H11 -4.658 -0.618 0.195  0.09
H12 -3.471 3.198 -0.955  0.12
H13 2.370 1.363 -2.222  0.10
H14 -0.076 6.020 3.486  0.12
H15 2.392 -1.770 -0.634  0.08
H16 5.700 -8.179 1.769  0.08
H17 2.634 -8.646 0.662  0.13
H18 4.038 1.728 -1.900  0.13
H19 2.145 -1.725 4.610  0.08
H20 2.158 2.632 -6.639  0.09
H21 2.939 -7.318 -1.469  0.11
H22 3.005 -3.377 2.774  0.14
H23 4.565 1.989 -4.283  0.12
H24 -4.423 -0.448 3.002  0.06
H25 -0.337 3.907 -3.158  0.12
H26 -0.709 2.792 4.679  0.08
H27 -5.267 5.421 -5.303  0.12
H28 -3.112 5.659 -0.702  0.10
H29 1.759 -5.408 2.494  0.08
H30 3.905 0.383 -3.924  0.12
H31 1.838 4.937 -2.998  0.13
H32 2.179 -6.432 -0.177  0.12
H33 0.368 -4.427 1.492  0.07
H34 -2.518 0.498 0.752  0.12
H35 -4.417 6.783 -4.551  0.12
H36 6.486 -9.276 0.629  0.09
H37 6.563 -6.661 -2.746  0.12
H38 -1.381 4.684 3.830  0.10
H39 -0.035 0.111 -2.301  0.09
H40 -2.538 -2.499 0.158  0.11
H41 -1.373 1.261 -2.082  0.08
H42 -0.345 2.423 7.087  0.09
H43 -1.518 2.842 1.713  0.09
H44 -6.862 7.215 -2.185  0.09
H45 -3.017 4.770 -4.645  0.13
H46 -2.633 -2.465 2.040  0.11
H47 1.694 -3.517 4.980  0.10
H48 0.397 3.445 -1.602  0.11
H49 -7.035 7.575 -3.919  0.08
H50 3.316 -3.073 0.506  0.09
H51 -3.033 4.232 2.476  0.08
H52 5.955 -5.187 -0.908  0.13
H53 5.099 -5.742 -3.140  0.12
H54 2.849 -0.301 1.054  0.13
H55 3.690 -7.490 1.512  0.12
H56 -4.862 -2.316 3.015  0.09
H57 5.849 -6.833 -0.364  0.10
H58 -5.718 1.471 -1.276  0.08
H59 -1.051 -0.662 0.283  0.09
H60 1.177 1.365 6.408  0.09
H61 1.092 1.113 3.734  0.07
H62 1.627 -3.500 -0.220  0.08
H63 3.479 1.453 -6.815  0.08
H64 -4.161 3.828 -3.737  0.11
H65 -2.223 1.926 3.966  0.06
H66 -4.942 -2.482 0.430  0.11
H67 -6.206 -1.013 2.409  0.08
H68 -4.619 6.002 -1.504  0.11
H69 -0.935 -1.408 2.909  0.07
H70 -1.166 5.528 0.726  0.13
H71 -4.280 1.749 -2.308  0.07
H72 3.752 3.015 -5.972  0.09
H73 0.113 1.386 -1.088  0.05
H74 0.325 -2.147 1.288  0.11
H75 5.205 -9.900 1.691  0.09
H76 -2.281 -0.147 3.294  0.07
H77 2.409 -0.386 2.880  0.09
H78 0.295 -2.388 4.416  0.07
H79 1.939 3.733 -4.251  0.11
H80 -0.034 0.657 7.698  0.07
H81 1.108 3.739 3.385  0.11
H82 -5.901 1.885 -2.994  0.09

No. 3
Here is a 11-piece molecular cluster, C31H68O19S6 overall from the Open Molecules 2025 dataset. Energies are from ωB97M-V/def2-TZVPD.

Results
Structure (SMILES): O=S1(=O)CCCC1.O=S1(=O)CCCC1.O=S1(=O)CCCC1.O=S1(=O)CCCC1.O=S1(=O)CCCC1.O=S1(=O)CCCC1.O=C1OCCO1.CO.CO.CO.CO
LUMO level (Eh): 0.000
Multiplicity: 1
Largest force on an atom (hartree/bohr): 0.053
DFT total energy (Eh): -5040.53056

Each line ends with the Löwdin charge.
Atoms and positions in Å:
S1 -5.293 0.077 -2.342  0.68
S2 0.149 6.429 -0.577  0.64
S3 5.516 -4.717 0.594  0.67
S4 3.167 3.032 3.696  0.70
S5 0.717 -1.703 1.200  0.68
S6 3.812 -0.261 -2.678  0.67
O1 0.175 7.572 -1.437  -0.31
O2 -3.900 0.761 1.591  -0.16
O3 0.933 -5.574 2.561  -0.14
O4 2.458 1.746 3.552  -0.35
O5 -1.884 1.064 -4.709  0.07
O6 6.927 -5.025 0.448  -0.32
O7 -6.173 1.073 -1.823  -0.30
O8 0.593 6.578 0.794  -0.32
O9 4.504 -5.586 0.058  -0.33
O10 4.884 -0.233 -3.646  -0.33
O11 -4.590 0.230 -3.581  -0.31
O12 0.167 -2.774 2.020  -0.33
O13 4.596 3.052 3.647  -0.31
O14 -1.674 -3.851 -0.794  -0.16
O15 1.738 -2.022 0.252  -0.30
O16 4.106 -0.016 -1.269  -0.34
O17 -2.024 1.767 -2.616  0.13
O18 -3.492 -3.764 1.421  -0.14
O19 -3.088 2.901 -4.270  0.05
C1 2.435 4.323 2.665  -0.22
C2 0.823 0.867 1.392  -0.22
C3 2.470 0.863 -3.195  -0.20
C4 -6.225 -1.510 -2.297  -0.18
C5 0.239 3.786 -0.617  -0.18
C6 1.846 -5.903 1.495  -0.16
C7 1.244 4.873 3.468  -0.20
C8 1.208 -0.347 2.250  -0.22
C9 -3.262 2.746 -5.657  -0.13
C10 2.599 3.736 5.260  -0.21
C11 1.719 4.960 4.932  -0.20
C12 -1.440 5.738 -0.573  -0.23
C13 -5.461 -2.350 -1.205  -0.20
C14 -0.616 0.598 0.803  -0.16
C15 -4.938 -1.362 -0.175  -0.21
C16 1.193 0.051 -2.843  -0.21
C17 -2.306 1.868 -3.768  -0.61
C18 5.323 -2.188 1.153  -0.20
C19 1.453 -1.385 -3.288  -0.19
C20 0.965 4.982 -1.274  -0.21
C21 -0.731 -4.900 -0.620  -0.12
C22 2.885 -1.780 -2.822  -0.21
C23 -0.605 -0.866 0.316  -0.21
C24 5.151 -3.065 -0.027  -0.25
C25 -2.923 -3.776 2.719  -0.15
C26 -4.149 -0.396 -1.057  -0.24
C27 4.698 -2.946 2.410  -0.17
C28 -5.092 1.526 1.583  -0.13
C29 -1.211 4.235 -0.111  -0.16
C30 -2.735 1.325 -5.873  -0.08
C31 5.195 -4.403 2.315  -0.23
H1 -4.931 2.379 2.219  0.08
H2 4.186 -3.136 -0.481  0.07
H3 0.990 5.842 3.029  0.09
H4 -2.693 3.478 -6.267  0.14
H5 -5.320 1.801 0.549  0.07
H6 -2.063 -4.444 2.712  0.07
H7 -2.610 -2.754 3.006  0.08
H8 -6.150 -1.958 -3.295  0.10
H9 -3.546 0.628 -5.807  0.10
H10 -4.320 2.678 -5.936  0.14
H11 -0.487 -0.985 -0.760  0.09
H12 -1.718 5.682 -1.636  0.11
H13 -1.259 4.235 0.972  0.09
H14 0.985 5.086 -2.354  0.10
H15 6.171 -4.515 2.824  0.11
H16 -2.147 6.321 0.003  0.11
H17 -1.380 0.796 1.599  0.12
H18 0.742 -2.106 -2.878  0.11
H19 -0.965 -5.683 -1.318  0.08
H20 -3.959 0.528 -0.534  0.06
H21 0.098 3.027 -1.422  0.10
H22 3.500 -2.318 -3.567  0.12
H23 0.312 0.533 -3.282  0.10
H24 -0.947 -5.173 0.434  0.09
H25 -3.869 0.262 2.419  0.09
H26 1.981 5.041 -0.905  0.10
H27 -5.927 0.937 1.961  0.09
H28 4.967 -2.569 3.363  0.09
H29 -1.709 -3.549 -1.729  0.10
H30 4.937 -1.181 0.866  0.11
H31 0.902 5.006 5.591  0.09
H32 5.912 -2.916 -0.805  0.12
H33 0.300 -4.576 -0.707  0.07
H34 1.090 0.140 -1.731  0.10
H35 3.600 -3.003 2.336  0.10
H36 2.652 0.912 -4.299  0.11
H37 -2.770 -3.661 0.809  0.01
H38 -2.019 3.607 -0.473  0.09
H39 1.517 1.080 0.578  0.11
H40 -3.194 -0.736 -1.436  0.10
H41 0.892 3.385 0.175  0.07
H42 0.688 -0.430 3.235  0.13
H43 1.478 -1.398 -4.387  0.12
H44 -3.669 -4.223 3.400  0.09
H45 2.632 1.825 -2.741  0.09
H46 2.325 -5.019 1.099  0.04
H47 -7.250 -1.318 -2.033  0.09
H48 -6.088 -3.094 -0.728  0.11
H49 2.834 -2.223 -1.838  0.06
H50 -2.178 1.147 -6.797  0.13
H51 3.171 5.099 2.424  0.12
H52 2.644 -6.600 1.868  0.09
H53 -4.320 -1.810 0.593  0.09
H54 3.529 3.894 5.831  0.11
H55 2.224 3.797 1.740  0.07
H56 0.885 1.743 2.031  0.07
H57 -0.768 1.213 -0.086  0.08
H58 2.281 -0.438 2.505  0.11
H59 -5.774 -0.874 0.324  0.11
H60 0.796 -4.622 2.470  0.01
H61 0.377 4.182 3.402  0.12
H62 -1.479 -1.432 0.580  0.07
H63 2.323 5.844 5.145  0.12
H64 6.394 -1.990 1.359  0.13
H65 -4.647 -2.882 -1.744  0.12
H66 1.263 -6.390 0.679  0.08
H67 4.475 -5.096 2.709  0.09
H68 2.026 2.915 5.687  0.10

No. 4
Here is C21H37ClCuN3O4 as an isolated structure from the Open Molecules 2025 dataset. Energies are from ωB97M-V/def2-TZVPD.

Results
LUMO level (alpha / beta) (Eh): 0.105 / 0.104
Multiplicity: 2
Net charge: -1
ΔE to the lowest compared entry with this formula, charge and spin (kcal per mole): 0.0
Largest force on an atom (hartree/bohr): 0.082
DFT total energy (Eh): -3388.15949

Each line ends with the Löwdin charge.
Atoms and positions in Å:
Cu1 -2.129 0.353 -0.250  0.01
Cl1 -3.370 0.191 1.502  0.01
O1 1.396 -0.284 -2.927  -0.01
O2 0.624 -0.156 2.720  0.00
O3 -0.741 -1.759 -0.264  0.00
O4 2.963 -0.890 -0.109  -0.02
N1 3.378 1.242 -0.885  -0.19
N2 0.412 -3.710 -0.595  -0.19
N3 -0.965 -0.156 4.350  -0.21
C1 0.650 2.620 -3.062  -0.04
C2 -0.213 2.964 -5.703  -0.11
C3 -2.467 1.137 -2.162  -0.29
C4 -3.967 1.185 -2.048  -0.13
C5 0.288 -2.353 -0.480  -0.28
C6 -2.308 -1.371 -2.722  -0.17
C7 -0.608 -4.595 -0.082  -0.07
C8 0.110 1.533 -3.801  -0.19
C9 0.448 0.124 -3.555  -0.27
C10 -0.347 -1.227 5.101  -0.06
C11 -1.939 0.660 5.048  -0.07
C12 3.206 -0.096 -1.021  -0.34
C13 0.806 3.830 -3.710  -0.10
C14 0.371 4.018 -5.022  -0.11
C15 -0.643 1.882 0.008  -0.06
C16 1.519 -4.375 -1.255  -0.07
C17 -1.848 -0.104 -2.145  -0.30
C18 -0.476 0.187 3.138  -0.37
C19 3.898 2.003 -2.014  -0.07
C20 3.587 1.795 0.440  -0.05
C21 -0.361 1.718 -5.119  -0.04
H1 -0.359 -0.638 -3.889  0.11
H2 -1.501 1.115 5.950  0.08
H3 -0.762 2.726 -0.695  -0.01
H4 -2.296 1.452 4.374  0.08
H5 -2.766 0.027 5.392  0.08
H6 -1.573 -2.072 -3.148  0.06
H7 -1.211 0.774 2.559  0.03
H8 0.929 2.443 -2.012  0.10
H9 0.345 -1.791 4.464  0.09
H10 -0.563 3.065 -6.716  0.09
H11 -0.781 0.841 -5.613  0.11
H12 -1.006 -5.208 -0.908  0.08
H13 1.141 -4.990 -2.091  0.08
H14 -4.300 1.793 -2.888  0.06
H15 3.519 1.555 -2.941  0.08
H16 -4.237 1.741 -1.141  0.06
H17 3.246 -0.422 -2.074  0.11
H18 1.294 4.649 -3.171  0.10
H19 3.118 1.134 1.177  0.09
H20 2.245 -3.649 -1.638  0.09
H21 0.494 4.975 -5.524  0.09
H22 -1.142 -1.871 5.494  0.08
H23 1.264 -1.844 -0.597  0.11
H24 -3.019 -1.187 -3.550  0.08
H25 0.328 1.364 -0.049  0.01
H26 0.172 -0.847 5.992  0.08
H27 2.044 -5.056 -0.564  0.08
H28 -2.794 -1.878 -1.876  0.07
H29 -1.887 2.043 -2.146  0.05
H30 4.665 1.901 0.648  0.09
H31 4.999 1.990 -2.025  0.08
H32 -4.395 0.170 -2.090  0.08
H33 -1.402 -3.997 0.376  0.09
H34 3.149 2.801 0.478  0.08
H35 -1.046 2.098 1.009  -0.03
H36 -0.166 -5.276 0.665  0.08
H37 3.579 3.049 -1.943  0.08

No. 5
Here is C9H25AgO3PSi2 as an isolated structure from the Open Molecules 2025 dataset. Energies are from ωB97M-V/def2-TZVPD.

Results
LUMO level (Eh): -0.244
Multiplicity: 1
Net charge: +1
Largest force on an atom (hartree/bohr): 0.068
DFT total energy (Eh): -1650.52526

Each line ends with the Löwdin charge.
Atoms and positions in Å:
Ag1 3.092 -3.079 2.346  0.89
P1 2.332 3.181 1.026  0.73
Si1 -1.483 1.876 3.500  0.56
Si2 1.285 1.937 2.567  0.38
O1 1.952 4.871 1.225  -0.38
O2 4.043 2.863 1.082  -0.39
O3 -0.441 1.996 2.088  -0.53
C1 -0.196 -0.761 0.351  -0.22
C2 -1.574 -0.375 -1.868  -0.22
C3 -0.732 -1.543 -1.017  -0.20
C4 -1.318 -1.785 -4.194  -0.25
C5 1.051 -1.058 2.806  -0.27
C6 0.285 -1.774 1.546  -0.22
C7 -1.283 -0.777 -5.524  -0.15
C8 2.056 0.173 2.406  -0.34
C9 -2.366 -1.071 -3.123  -0.23
H1 -2.955 -0.223 -3.681  0.11
H2 -2.319 0.223 -1.162  0.12
H3 -1.134 -0.124 0.722  0.11
H4 -0.705 -2.260 1.991  0.14
H5 1.718 5.180 0.280  0.07
H6 4.142 1.949 1.529  0.04
H7 -0.921 0.291 -5.157  0.09
H8 -1.473 -2.407 -0.720  0.12
H9 2.553 -0.036 1.344  0.09
H10 0.976 -2.623 1.131  0.08
H11 1.526 2.596 3.843  -0.02
H12 -0.217 -1.783 -3.773  0.09
H13 -0.818 0.452 -2.278  0.13
H14 -3.076 -1.902 -2.698  0.11
H15 0.640 0.001 -0.010  0.12
H16 -0.506 -1.198 -6.293  0.07
H17 0.208 -1.918 -1.625  0.11
H18 -2.506 0.852 3.163  -0.06
H19 -2.057 3.143 3.932  -0.06
H20 0.267 -0.783 3.663  0.12
H21 -1.732 -2.849 -4.458  0.11
H22 2.958 0.133 3.189  0.09
H23 -2.349 -0.727 -6.007  0.08
H24 -0.662 1.241 4.562  -0.07
H25 1.739 -1.901 3.296  0.04